# 1
Entry from OMol25: C33H44BN8O6S6V as an isolated structure (ωB97M-V/def2-TZVPD).

Positions of all 99 atoms, in Å:
V -0.438 -0.706 -0.149
C -3.024 0.103 4.512
C -3.121 1.201 3.457
C -3.718 0.692 2.150
C -3.991 2.335 3.992
N -1.733 1.737 3.196
C -1.319 3.021 3.487
C -0.017 3.111 3.151
N 0.380 1.890 2.655
B 1.826 1.728 2.119
N 1.986 2.247 0.669
C 3.186 2.778 0.253
C 3.090 3.038 -1.066
N 1.822 2.667 -1.469
C 1.171 2.188 -0.390
S -0.469 1.606 -0.356
C 1.300 2.797 -2.878
C 0.923 1.416 -3.409
C 0.114 3.758 -2.876
C 2.407 3.377 -3.753
N 2.460 0.308 2.255
C 3.200 0.018 3.384
C 3.961 -1.059 3.123
N 3.686 -1.461 1.826
C 2.752 -0.615 1.315
S 2.031 -0.778 -0.251
C 4.501 -2.491 1.084
C 3.621 -3.638 0.600
C 5.551 -3.054 2.039
C 5.223 -1.801 -0.075
C -0.681 1.072 2.685
S -0.664 -0.595 2.186
H -4.027 -0.261 4.734
H -2.588 0.489 5.435
H -2.432 -0.742 4.165
H -4.771 0.462 2.307
H -3.231 -0.215 1.801
H -3.651 1.444 1.363
H -4.988 1.931 4.162
H -4.085 3.150 3.273
H -3.629 2.724 4.944
H -1.972 3.759 3.910
H 0.667 3.937 3.229
H 2.503 2.447 2.802
H 4.002 2.929 0.937
H 3.810 3.461 -1.737
H 0.059 1.002 -2.895
H 1.753 0.714 -3.311
H 0.676 1.500 -4.467
H -0.723 3.373 -2.297
H -0.226 3.899 -3.902
H 0.405 4.731 -2.477
H 3.279 2.723 -3.795
H 2.710 4.374 -3.429
H 2.015 3.466 -4.764
H 3.137 0.625 4.269
H 4.671 -1.563 3.749
H 3.184 -4.164 1.450
H 4.245 -4.341 0.049
H 2.827 -3.298 -0.060
H 5.100 -3.550 2.899
H 6.248 -2.290 2.382
H 6.124 -3.802 1.493
H 4.533 -1.436 -0.830
H 5.893 -2.519 -0.549
H 5.823 -0.967 0.293
O -1.002 -3.395 -2.847
S -0.721 -2.031 -3.166
O 0.262 -1.730 -4.157
O -0.291 -1.291 -1.874
C -2.250 -1.256 -3.676
C -2.323 -1.160 -5.060
C -3.473 -0.711 -5.691
C -4.564 -0.346 -4.936
C -4.498 -0.423 -3.553
C -3.358 -0.877 -2.905
S -3.565 -0.935 -1.125
O -3.697 -2.309 -0.735
O -4.631 -0.036 -0.811
O -2.272 -0.338 -0.582
H -1.461 -1.444 -5.647
H -3.502 -0.655 -6.771
H -5.471 0.004 -5.408
H -5.342 -0.116 -2.951
N 0.570 -7.477 2.051
C -0.624 -6.892 1.845
S -2.064 -7.597 2.158
C -0.544 -5.477 1.379
C 0.341 -4.574 1.964
C 0.354 -3.266 1.534
N -0.450 -2.810 0.562
C -1.300 -3.682 0.001
C -1.374 -5.009 0.378
H 0.583 -8.440 2.345
H 1.415 -7.077 1.682
H 0.990 -4.873 2.776
H 1.020 -2.551 1.992
H -1.961 -3.306 -0.763
H -2.091 -5.662 -0.098

Summary:
* Kohn-Sham gap (spin up / spin down): 6.187 / 6.927 eV
* net charge: +1
* LUMO (spin up / spin down): -0.158 / -0.131 Eh
* spin multiplicity: 2
* energy above the lowest of the compared OMol25 structures with the same formula, charge and spin: 0.0 kcal per mole
* E_HOMO (spin up / spin down): -10.5 / -10.5 eV
* expectation value of S²: 0.777

# 2
Entry from OMol25: a 12-piece molecular cluster, C33H44Cl45F3NO4P overall (ωB97M-V/def2-TZVPD).

Positions of all 131 atoms, in Å:
C -0.190 -3.493 3.501
C -0.121 -2.923 2.079
C -1.272 -1.964 1.809
C -1.230 -1.312 0.421
C -1.046 -2.294 -0.734
C -0.854 -1.525 -2.060
C 0.633 -1.225 -2.337
C 0.990 0.277 -2.211
C 2.455 0.454 -1.801
C 2.649 0.570 -0.295
O 4.062 0.516 -0.062
C 4.496 -0.297 1.028
C 5.709 0.428 1.625
O 5.496 0.517 3.060
C 6.263 1.411 3.717
F 5.712 2.649 3.706
F 7.503 1.531 3.205
F 6.370 1.024 4.999
C 4.855 -1.686 0.488
Cl 3.343 -2.632 0.205
C 5.801 -2.552 1.326
C 5.527 -2.560 2.838
C 2.031 1.863 0.259
N 2.202 2.069 1.702
P 1.081 1.107 2.604
C 2.047 0.752 4.124
O -0.030 2.192 3.190
O 2.538 2.925 -0.500
C 2.372 4.238 0.019
C 0.921 4.675 0.261
C 0.732 5.420 1.600
C -0.630 5.165 2.290
H 0.455 -4.370 3.602
H -1.206 -3.799 3.753
H 0.169 -2.768 4.234
H -0.197 -3.764 1.389
H 0.843 -2.424 1.956
H -1.274 -1.170 2.563
H -2.222 -2.501 1.905
H -0.475 -0.520 0.407
H -2.199 -0.825 0.267
H -1.950 -2.900 -0.832
H -0.174 -2.930 -0.588
H -1.264 -2.100 -2.894
H -1.443 -0.607 -1.997
H 0.901 -1.550 -3.342
H 1.225 -1.741 -1.578
H 0.787 0.763 -3.166
H 0.294 0.701 -1.486
H 2.924 1.294 -2.310
H 3.004 -0.435 -2.125
H 2.128 -0.271 0.170
H 3.704 -0.354 1.776
H 6.649 -0.083 1.434
H 5.715 1.445 1.237
H 5.281 -1.520 -0.500
H 6.832 -2.293 1.084
H 5.669 -3.571 0.963
H 6.247 -1.923 3.353
H 4.552 -2.134 3.072
H 5.627 -3.554 3.262
H 0.951 1.770 0.095
H 3.149 1.870 2.006
H 1.674 -0.190 4.525
H 3.104 0.622 3.904
H 1.926 1.516 4.897
H -0.018 2.168 4.153
H 2.991 4.371 0.909
H 2.802 4.877 -0.754
H 0.642 5.389 -0.517
H 0.220 3.845 0.186
H 1.518 5.122 2.295
H 0.855 6.489 1.423
H -1.274 4.555 1.659
H -1.127 6.106 2.522
H -0.473 4.638 3.227
Cl -0.354 -2.258 -6.268
C -1.250 -3.728 -5.879
Cl -2.875 -3.290 -5.314
Cl -1.363 -4.758 -7.308
Cl -0.420 -4.601 -4.591
Cl -3.603 -2.135 -8.365
C -3.586 -1.839 -10.105
Cl -5.109 -2.422 -10.780
Cl -3.407 -0.108 -10.398
Cl -2.194 -2.716 -10.796
Cl 3.183 7.560 4.737
C 4.823 7.020 4.379
Cl 5.295 7.588 2.773
Cl 5.947 7.673 5.575
Cl 4.882 5.254 4.421
Cl -5.014 -3.947 0.221
C -3.998 -5.381 0.027
Cl -3.278 -5.350 -1.578
Cl -2.730 -5.380 1.253
Cl -4.992 -6.829 0.196
Cl 2.691 6.506 10.462
C 2.909 7.179 8.844
Cl 4.165 8.418 8.882
Cl 3.362 5.900 7.720
Cl 1.395 7.911 8.293
Cl -2.615 0.315 -15.530
C -3.589 -1.117 -15.179
Cl -5.266 -0.632 -14.904
Cl -3.515 -2.230 -16.549
Cl -2.967 -1.912 -13.732
Cl -7.497 -1.425 -2.589
C -8.580 -2.147 -1.398
Cl -10.040 -1.170 -1.243
Cl -9.024 -3.778 -1.915
Cl -7.765 -2.223 0.171
Cl -13.512 -0.912 2.039
C -12.552 -2.340 2.442
Cl -10.926 -2.157 1.782
Cl -12.469 -2.516 4.198
Cl -13.311 -3.774 1.742
Cl -7.357 -5.980 -3.390
C -6.162 -7.077 -4.096
Cl -6.899 -8.012 -5.402
Cl -4.822 -6.135 -4.755
Cl -5.588 -8.172 -2.833
Cl 0.854 -6.534 0.541
C 0.984 -6.416 -1.215
Cl -0.482 -7.031 -1.986
Cl 1.170 -4.719 -1.663
Cl 2.378 -7.356 -1.756
Cl 0.111 10.808 3.862
C 1.424 11.325 4.925
Cl 2.956 11.234 4.054
Cl 1.142 12.990 5.446
Cl 1.484 10.262 6.337

Summary:
* Kohn-Sham gap: 8.569 eV
* net charge: 0
* LUMO: 0.002 Eh
* E_HOMO: -8.5 eV

# 3
Entry from OMol25: C33H44ClIrN4O4SbSi3 as an isolated structure (ωB97M-V/def2-TZVPD).

Positions of all 91 atoms, in Å:
Ir 0.681 -0.868 -0.805
O 4.732 -2.125 3.423
C 5.216 -2.313 2.210
O 6.335 -2.677 1.995
C 4.291 -2.051 1.050
C 4.645 -2.250 -0.293
Cl 6.061 -2.824 -0.982
N 3.596 -1.908 -1.064
N 2.573 -1.505 -0.282
C 2.985 -1.577 0.990
C 2.001 -1.094 2.021
O 2.223 -1.213 3.209
O 0.939 -0.581 1.490
C 3.452 -1.839 -2.488
C 4.252 -0.967 -3.210
C 4.061 -0.872 -4.580
C 3.077 -1.631 -5.204
C 2.285 -2.499 -4.465
C 2.474 -2.615 -3.094
H 3.800 -1.810 3.435
H 5.015 -0.385 -2.709
H 4.687 -0.211 -5.164
H 2.943 -1.558 -6.274
H 1.545 -3.115 -4.959
H 1.906 -3.329 -2.510
C -3.688 -0.012 1.759
Sb -1.555 -0.042 1.519
C -1.305 -1.525 0.036
C -1.975 -1.367 -1.280
C -3.303 -1.533 -1.641
C -3.639 -1.421 -2.982
C -2.658 -1.146 -3.928
C -1.353 -0.993 -3.505
N -1.038 -1.103 -2.210
Si -1.289 -3.346 0.644
C 0.014 -3.618 1.944
C -2.971 -3.763 1.339
C -0.916 -4.360 -0.879
C -0.815 1.953 1.124
C 0.429 2.110 0.288
C 1.241 3.228 0.504
C 2.250 3.575 -0.371
C 2.456 2.810 -1.511
C 1.675 1.693 -1.662
N 0.717 1.324 -0.781
Si -2.171 2.975 0.128
C -2.718 1.973 -1.354
C -3.640 3.426 1.185
C -1.381 4.524 -0.548
Si -0.599 2.647 2.961
C -0.664 4.518 3.062
C 1.006 2.009 3.651
C -1.993 1.995 4.033
H -3.985 -1.053 1.871
H -4.143 0.415 0.867
H -3.965 0.553 2.642
H -4.051 -1.756 -0.893
H -4.667 -1.554 -3.294
H -2.900 -1.058 -4.978
H -0.543 -0.786 -4.191
H -0.045 -2.927 2.787
H 1.023 -3.571 1.528
H -0.113 -4.627 2.346
H -3.173 -3.234 2.273
H -3.003 -4.831 1.571
H -3.788 -3.565 0.642
H 0.063 -4.107 -1.295
H -1.662 -4.231 -1.666
H -0.892 -5.422 -0.623
H 1.052 3.863 1.354
H 2.856 4.450 -0.175
H 3.205 3.060 -2.247
H 1.813 1.033 -2.513
H -3.354 1.120 -1.116
H -1.864 1.617 -1.936
H -3.301 2.631 -2.005
H -4.210 2.576 1.557
H -4.315 4.006 0.549
H -3.381 4.058 2.033
H -0.675 4.303 -1.352
H -0.873 5.139 0.193
H -2.183 5.128 -0.980
H 0.306 4.991 2.901
H -0.957 4.766 4.086
H -1.387 4.996 2.403
H 1.881 2.274 3.056
H 1.002 0.924 3.771
H 1.145 2.446 4.643
H -2.989 2.292 3.706
H -1.834 2.451 5.014
H -1.979 0.916 4.208

Summary:
* Kohn-Sham gap (spin up / spin down): 8.102 / 6.486 eV
* net charge: +2
* LUMO (spin up / spin down): -0.198 / -0.301 Eh
* spin multiplicity: 6
* E_HOMO (spin up / spin down): -13.5 / -14.7 eV
* expectation value of S²: 8.764

# 4
Entry from OMol25: C33H44CsF5N8O5S as an isolated structure (ωB97M-V/def2-TZVPD).

Positions of all 97 atoms, in Å:
Cs -0.194 -0.311 -0.202
C -1.304 5.091 5.746
C -1.942 3.755 6.150
C -3.451 3.962 6.278
C -1.391 3.316 7.513
C -1.591 2.706 5.100
C -0.259 2.395 4.837
C 0.044 1.461 3.862
N -0.877 0.840 3.132
C -2.152 1.111 3.384
C -2.548 2.026 4.361
C -3.170 0.391 2.562
C -4.391 0.999 2.264
C -5.317 0.343 1.471
C -4.952 -0.916 0.998
C -3.723 -1.443 1.342
N -2.840 -0.816 2.117
C -6.673 0.939 1.114
C -6.860 2.343 1.689
C -7.768 0.028 1.695
C -6.817 1.015 -0.412
H -1.545 5.862 6.484
H -1.674 5.416 4.772
H -0.219 5.012 5.680
H -3.649 4.728 7.032
H -3.959 3.047 6.587
H -3.889 4.297 5.336
H -1.626 4.065 8.273
H -0.309 3.190 7.483
H -1.831 2.364 7.819
H 0.550 2.874 5.374
H 1.073 1.196 3.634
H -3.601 2.191 4.529
H -4.565 2.012 2.593
H -5.607 -1.487 0.352
H -3.419 -2.418 0.972
H -6.818 2.336 2.781
H -7.843 2.718 1.398
H -6.104 3.033 1.314
H -7.679 -0.035 2.781
H -7.697 -0.983 1.292
H -8.756 0.426 1.450
H -6.042 1.650 -0.841
H -7.795 1.432 -0.669
H -6.743 0.030 -0.875
C 1.125 -3.637 2.928
N 2.391 -3.016 2.585
C 3.502 -3.915 2.336
C 2.341 -1.761 2.030
N 1.441 -0.883 2.280
N 3.341 -1.513 1.088
C 3.627 -0.205 0.663
N 3.612 -0.072 -0.709
N 3.949 0.698 1.507
H 1.215 -4.714 2.790
H 0.340 -3.285 2.255
H 0.833 -3.443 3.967
H 3.362 -4.480 1.410
H 3.582 -4.608 3.178
H 4.427 -3.346 2.275
H 0.808 -1.186 3.014
H 3.310 -2.222 0.354
H 3.019 -0.683 -1.265
H 3.716 0.876 -1.047
H 4.080 1.579 1.013
O 1.032 -4.316 -7.053
C 0.811 -4.709 -5.888
O 0.388 -5.812 -5.488
C 1.115 -3.674 -4.777
C 1.575 -2.398 -5.095
C 1.848 -1.504 -4.079
N 1.703 -1.790 -2.779
C 1.254 -3.014 -2.478
C 0.946 -3.974 -3.434
C 1.099 -3.261 -0.987
O 2.108 -3.680 -0.379
O -0.006 -2.932 -0.487
H 1.711 -2.142 -6.138
H 2.211 -0.505 -4.303
H 0.586 -4.955 -3.156
C 1.091 4.546 -0.988
S 1.773 2.941 -0.599
C 1.275 2.926 1.118
O 3.269 3.083 -0.634
H 0.019 4.505 -0.782
H 1.282 4.747 -2.041
H 1.593 5.284 -0.361
H 0.192 3.085 1.158
H 1.817 3.721 1.632
H 1.541 1.955 1.535
F -1.368 2.670 -1.394
C -1.980 3.255 -0.240
F -2.320 2.082 0.492
C -3.322 3.701 -0.801
F -4.158 4.108 0.191
F -3.169 4.751 -1.637
F -4.027 2.772 -1.506

Summary:
* Kohn-Sham gap: 6.346 eV
* net charge: -2
* LUMO: 0.118 Eh
* energy above the lowest of the compared OMol25 structures with the same formula, charge and spin: 6.8 kcal per mole
* E_HOMO: -3.1 eV

In the order shown, the computed largest force on an atom values come out to 0.4 1.1 0.2 1.0 eV/A.
In the order shown, the computed M values come out to 902.92 2202.07 994.43 892.73 g mol⁻¹.